Here is a molecular structure, C48H49N4P2Ti from the OMol25 dataset. Energies are from the ωB97M-V functional and the def2-TZVPD basis.

Geometry (Å):
Ti 0.11915 0.04022 0.32829
C 0.71138 -3.18079 0.12094
N -0.08368 -2.14287 -0.59233
C -1.49510 -2.63685 -0.67603
C 0.31875 -1.99038 -1.99603
C 0.30190 -3.04265 -2.89173
C 0.40200 -2.78181 -4.25149
C 0.43865 -1.46523 -4.69773
C 0.50639 -0.41938 -3.79203
C 0.53998 -0.69549 -2.42908
N 0.83407 0.22923 -1.37245
C 1.97663 1.08372 -1.49128
C 2.46737 1.67242 -2.64997
C 3.62656 2.43089 -2.60211
C 4.31087 2.61489 -1.40846
C 3.82460 2.04075 -0.24090
C 2.67009 1.28820 -0.29715
N 2.10034 0.62163 0.89089
C 2.74594 -0.70969 1.08247
C 2.28618 1.43645 2.12828
H 0.43039 -4.17378 -0.23350
H 0.49455 -3.13842 1.18712
H 1.77319 -3.04233 -0.06368
H -1.54031 -3.51515 -1.31824
H -2.12813 -1.86973 -1.11545
H -1.84682 -2.91835 0.30763
H 0.17389 -4.06171 -2.55101
H 0.39499 -3.59910 -4.95854
H 0.42298 -1.25086 -5.75691
H 0.50795 0.59233 -4.16279
H 1.97005 1.57686 -3.59687
H 3.99678 2.88311 -3.51166
H 5.22295 3.19437 -1.38210
H 4.36527 2.18477 0.68348
H 3.76622 -0.57217 1.44468
H 2.78534 -1.23162 0.12777
H 2.19399 -1.29020 1.82958
H 3.34760 1.57361 2.32927
H 1.86082 0.90986 2.98141
H 1.80693 2.40389 2.01580
C -3.78552 -0.31604 0.67215
N -3.72717 1.04054 0.13816
C -2.60819 1.28511 -0.71825
P -1.12558 2.13840 0.07806
C -1.26675 2.80709 1.75207
C -0.70937 2.07785 2.80670
C -0.68066 2.58686 4.09220
C -1.19084 3.85571 4.32548
C -1.73445 4.60207 3.28158
C -1.76677 4.08681 1.99553
C -0.69916 3.52759 -0.97971
C 0.57993 4.08041 -0.90407
C 0.87639 5.24034 -1.60179
C -0.10035 5.85956 -2.36931
C -1.38266 5.32605 -2.42608
C -1.68761 4.16508 -1.73171
C -5.01059 1.58973 -0.27006
C -6.01949 1.71531 0.68251
C -7.25888 2.22527 0.33313
C -7.51044 2.63149 -0.97073
C -6.51377 2.49876 -1.92072
C -5.27242 1.97180 -1.57816
P -2.39197 -0.63568 1.83819
C -2.52345 -2.37679 2.32536
C -3.69197 -3.11230 2.14190
C -3.74619 -4.43734 2.55417
C -2.64402 -5.02872 3.15797
C -1.48127 -4.29335 3.35936
C -1.42212 -2.97442 2.93832
C -2.91930 0.20548 3.37379
C -2.55895 -0.33826 4.60665
C -2.98476 0.25731 5.78513
C -3.79041 1.38659 5.74526
C -4.15475 1.92907 4.51897
C -3.70828 1.35526 3.34032
H -3.75720 -1.06335 -0.13182
H -4.72432 -0.44602 1.20663
H -2.87801 1.89474 -1.57709
H -2.21997 0.34861 -1.15952
H -0.39576 1.04683 2.65050
H -0.27825 2.00215 4.90899
H -1.17288 4.26546 5.32646
H -2.12676 5.59076 3.47590
H -2.16653 4.67924 1.18109
H 1.34381 3.63028 -0.28621
H 1.86834 5.66656 -1.53632
H 0.13378 6.76644 -2.90949
H -2.15429 5.81758 -3.00226
H -2.70575 3.79611 -1.77281
H -5.84772 1.41141 1.70493
H -8.02972 2.31110 1.08690
H -8.47536 3.03453 -1.24285
H -6.69887 2.78649 -2.94647
H -4.54993 1.84208 -2.37513
H -4.56868 -2.66736 1.68956
H -4.65532 -5.00528 2.41203
H -2.69369 -6.05894 3.48236
H -0.63118 -4.74713 3.85097
H -0.51852 -2.39508 3.11486
H -1.96951 -1.24638 4.66655
H -2.70761 -0.18029 6.73448
H -4.14108 1.83652 6.66399
H -4.78660 2.80679 4.47827
H -3.96764 1.80868 2.39856

Summary:
Spin multiplicity: 1
Net charge: +3
Relative energy (zero: lowest compared OMol25 entry of this formula, charge and spin), kJ/mol: 0.0
LUMO (alpha / beta), Ha: -0.356 / -0.357
E_HOMO (alpha / beta), eV: -15.137 / -15.137
Largest force on an atom, eV/A: 0.82